1.
The following is a quantum chemistry calculation of C25H26F6N3O7PtS2Si as an isolated structure, from OMol25.

Computed properties:
energy relative to the best compared isomer or geometry (same formula, charge and spin)	0.7805	eV
charge	-1
E	-3463.74111	Ha
strongest force on any atom	3.09	eV Å⁻¹

Structure (XYZ):
```
71
Properties=species:S:1:pos:R:3:forces:R:3
C 2.81120 2.06634 3.12426 -0.036 0.019 -0.016
Si -2.89472 -1.83312 0.10462 0.136 0.005 -0.151
C 1.65282 -3.48588 5.20131 0.034 0.017 0.009
C 0.76081 1.54607 4.25857 0.046 -0.060 0.060
O -1.86212 1.82404 -0.55142 0.004 0.159 -0.195
C 1.74519 1.20150 3.33271 -0.048 0.021 -0.005
C -4.09950 -1.19155 -1.16935 -0.059 0.078 -0.129
H -5.08736 -1.03128 -0.73070 -0.007 -0.038 -0.014
H -0.35566 -3.86400 4.55152 0.008 -0.013 -0.013
H 1.91921 4.57009 5.23113 0.018 -0.011 0.023
F 0.98147 3.10476 -0.91511 -0.066 0.001 -0.047
C 0.82197 2.74732 4.94231 0.023 -0.009 0.000
F -5.05725 1.91498 -0.16301 0.022 0.136 -0.055
H -3.75086 -0.22819 -1.55101 -0.012 0.006 0.032
C -3.06561 -0.84854 1.66885 0.088 0.143 0.086
C 0.54998 -0.28698 -3.12148 0.027 -0.103 0.175
H 3.70416 3.94086 3.63833 -0.007 0.009 -0.005
Pt 0.07114 -0.06503 -0.10271 1.634 -2.407 1.054
H 2.38704 0.61657 -3.72416 -0.020 0.003 -0.031
C -1.21920 -2.44016 -2.89493 -0.011 0.034 0.159
H 3.57692 -0.91611 4.11075 0.002 0.000 0.007
N 0.00982 -0.61760 -1.94489 -0.373 -0.290 -1.281
H 0.04283 3.00245 5.64871 -0.013 0.020 -0.019
H -4.26952 -3.76148 0.86239 0.006 0.000 0.001
H -2.53832 -1.30645 2.50818 -0.004 -0.004 0.015
C 0.22645 -1.03852 -4.23548 -0.070 -0.143 -0.071
N -1.27058 -1.67878 -0.50548 -0.625 0.668 0.027
H -3.17967 -4.24081 -0.44319 0.004 -0.008 0.008
H 1.68522 -4.33341 5.87472 -0.002 -0.001 0.001
F 0.19690 4.98877 -0.21374 -0.027 -0.083 -0.070
C 0.47393 -2.13706 3.59319 -0.006 -0.078 -0.029
H -2.68540 0.16921 1.54372 -0.055 -0.042 -0.021
C 1.87878 3.61913 4.71519 -0.021 -0.011 0.000
C -4.85916 3.23394 -0.21752 -0.075 0.004 -0.062
H -0.89039 -2.71461 -4.97874 -0.017 0.019 -0.004
H -4.12184 -0.75822 1.93632 0.012 -0.039 0.035
O -3.69921 2.66824 2.06441 -0.101 0.102 -0.019
F -4.35618 3.53616 -1.41706 -0.064 0.002 0.089
H -2.55132 -4.02722 1.19388 -0.002 -0.009 -0.010
C 1.57266 -1.29919 3.46803 0.024 0.011 -0.032
C -0.13170 3.83004 -0.78253 0.063 0.142 -0.001
H -1.90399 -3.26773 -2.77539 -0.001 -0.009 -0.008
C 2.87318 3.26983 3.81625 0.017 -0.010 -0.010
H 1.01222 1.72584 -3.66612 -0.013 0.001 0.023
O 3.77703 -0.40436 1.76467 -0.020 -0.057 -0.044
C -3.26019 -3.63298 0.46176 -0.048 -0.127 0.023
O -0.59084 2.52847 1.43195 -0.011 0.146 -0.124
F -0.63540 4.07088 -1.99542 0.084 -0.031 0.084
C 2.75683 -2.64936 5.07404 -0.022 -0.018 0.007
H -4.20707 -1.87126 -2.01819 -0.008 -0.001 0.003
H -0.07907 0.92047 2.02540 -0.196 -0.053 0.293
H 0.66504 -0.78466 -5.18978 0.007 -0.023 -0.015
C 1.48575 0.87692 -3.16919 0.050 0.034 -0.016
H 3.59174 1.79767 2.42680 0.000 0.020 -0.013
O 2.18494 -0.14454 0.23277 0.023 0.850 -0.596
H 3.65654 -2.84544 5.64399 -0.007 -0.004 0.013
O 0.20494 -0.02295 1.96222 -0.168 0.997 0.259
C 0.51383 -3.22469 4.46041 -0.017 0.038 -0.022
F -6.05071 3.83874 -0.10497 0.094 -0.133 -0.024
C 2.71756 -1.56204 4.21959 -0.025 0.032 0.011
C 2.61439 -0.23574 1.42593 -0.030 0.048 0.098
H -0.06395 0.86559 4.43846 -0.011 0.014 -0.007
C -0.65319 -2.11798 -4.10562 0.085 0.095 -0.103
S -3.73988 3.79643 1.17538 0.177 -0.015 0.168
O -4.31069 5.03357 1.60991 -0.009 -0.039 -0.078
H 1.77013 1.17760 -2.16606 0.041 -0.015 0.065
N -2.35099 4.08669 0.47170 -0.009 -0.108 0.038
S -1.34322 2.90420 0.24928 -0.369 0.139 0.448
C -0.88303 -1.64506 -1.78612 -0.019 0.082 -0.273
H -0.41166 -1.94943 3.00414 -0.014 0.007 0.005
C 1.54833 -0.09030 2.54091 -0.013 -0.112 0.295
```
Positions in Å, forces in eV/Å.

=====

2.
The following is a quantum chemistry calculation of C25H26IrN3O8SSe as an isolated structure, from OMol25.

Computed properties:
energy relative to the best compared isomer or geometry (same formula, charge and spin)	6.5321	eV
charge	+1
E	-4637.95059	Ha
expectation value of S²	0.7923
strongest force on any atom	3.04	eV Å⁻¹
spin multiplicity	2

Structure (XYZ):
```
65
Properties=species:S:1:pos:R:3:forces:R:3
O -2.42214 5.29556 -0.46630 0.016 -0.028 -0.198
N 1.58895 -2.96408 0.83927 0.482 0.968 0.329
O -0.63331 0.18800 3.21059 -0.638 0.291 -0.389
C 2.28804 -4.89933 2.01232 -0.043 0.013 -0.182
C 1.33269 -0.74942 -2.38595 0.059 0.076 -0.067
C 2.54736 -7.12526 0.82515 -0.028 0.054 -0.022
C 1.60235 -3.66013 -0.32206 -0.067 -0.237 0.055
C -1.55433 0.23932 0.12552 -0.202 -0.063 0.281
O 1.32704 -7.81835 0.62937 -0.020 -0.027 -0.005
O -0.54037 -1.95132 -5.78762 -0.030 0.000 0.018
H 0.56765 -4.45461 -2.76417 -0.050 0.014 0.018
C -0.31699 2.67489 2.53158 -0.175 0.092 -0.021
H -2.19661 -0.31249 0.81664 0.103 -0.018 0.063
H -2.60438 8.55064 -0.45426 -0.012 0.002 -0.003
H 0.64290 -0.49485 -4.39918 0.004 0.022 0.013
C 2.28954 -5.63645 0.84211 -0.093 -0.156 0.059
N -1.98997 1.41870 -0.23153 0.064 0.038 -0.152
H -3.05168 2.97595 0.66646 0.049 0.004 0.002
H 2.57396 -5.34278 2.95642 -0.033 0.015 0.021
H -2.05123 2.68065 3.81961 -0.031 0.021 -0.020
C 1.93899 -3.55849 1.98189 -0.108 -0.319 -0.029
C 1.95026 -4.98950 -0.34397 -0.050 -0.028 0.104
S -1.52383 6.91294 1.42207 0.076 0.031 -0.107
H -0.36510 2.68800 -0.63238 0.012 0.032 0.033
O -0.47809 -0.24716 -0.31015 0.509 -0.283 -0.079
H 1.45353 3.04893 1.34500 0.002 0.046 -0.022
C -2.23666 6.44509 -0.16205 0.066 -0.009 0.365
H 1.60157 0.28703 -2.23127 -0.095 0.015 0.056
H -3.62265 1.34443 1.08202 0.047 -0.018 0.002
C -1.78172 4.57361 2.84851 -0.003 -0.011 -0.067
H 1.99058 -5.52771 -1.28124 -0.089 0.027 -0.019
H -1.03482 -2.27105 -6.54867 0.049 0.007 0.000
H 3.05303 -7.43939 1.73994 0.034 0.004 -0.006
N 1.52845 -1.57340 -1.35693 0.617 0.278 0.279
C -0.07163 1.32364 2.64165 -0.362 -0.276 -0.254
H -3.97693 2.03345 -0.51417 0.024 0.011 -0.032
C -1.20642 2.23610 -1.15566 0.027 -0.068 -0.082
C -0.99813 5.31651 1.96557 0.014 0.042 -0.012
C 0.53608 3.47906 1.72961 0.018 -0.045 0.067
H 0.83115 5.40597 0.84812 0.002 -0.051 -0.044
H -1.83520 3.02778 -1.54974 -0.047 0.026 0.040
H 0.84263 -7.86474 1.46117 0.034 0.016 -0.032
O 2.55944 1.01397 4.30953 0.445 -0.062 -0.192
C 0.52679 0.08858 2.36277 2.802 -1.133 0.354
O 2.12683 -1.67937 4.03482 0.185 0.176 0.334
Ir 1.37574 -0.93607 0.71968 -2.383 1.283 -0.619
C -1.44574 3.27193 3.14465 -0.034 -0.120 0.041
H 0.59972 -3.66726 -5.52975 -0.005 -0.021 0.005
H -1.74188 7.73091 -1.76289 0.022 -0.001 0.025
C -2.54474 7.62952 -1.03034 -0.081 -0.026 -0.083
C -0.13320 -3.04621 -5.00011 0.072 -0.042 -0.075
H -3.47316 7.45312 -1.57043 -0.011 0.002 0.023
H 3.17559 -7.37960 -0.02786 0.068 -0.021 0.042
H 1.94378 -2.94002 2.87587 0.010 0.002 -0.050
C 0.81502 -1.18647 -3.58868 0.077 -0.057 -0.008
H -0.97766 -3.68881 -4.73071 -0.006 0.003 0.020
C 0.77581 -3.39531 -2.68478 0.018 -0.043 -0.140
Se 2.17750 -0.21519 3.36409 -0.699 0.596 1.501
O 3.00582 -0.29593 1.87567 -0.384 -0.961 -1.196
C 0.50254 -2.53214 -3.74095 -0.073 0.062 0.067
C 0.19267 4.78091 1.45878 -0.060 -0.016 0.064
H -0.83370 1.61174 -1.96528 -0.029 0.005 -0.009
C -3.23649 1.97413 0.28298 -0.125 0.003 0.025
C 1.28623 -2.87765 -1.51398 0.050 -0.120 -0.105
H -2.67146 5.01950 3.27364 0.006 -0.015 0.014
```
Positions in Å, forces in eV/Å.

=====

3.
The following is a quantum chemistry calculation of C25H26LuN3O6S2 as an isolated structure, from OMol25.

Computed properties:
energy relative to the best compared isomer or geometry (same formula, charge and spin)	0.0566	eV
E	-3615.96390	Ha
strongest force on any atom	2.50	eV Å⁻¹

Structure (XYZ):
```
63
Properties=species:S:1:pos:R:3:forces:R:3
H -15.50835 -8.19385 2.06998 -0.588 0.578 -0.234
O -12.53533 -16.02694 7.91168 0.144 0.229 -0.126
C -13.13271 -15.86864 3.22930 1.387 -0.024 -0.040
H -16.06892 -14.49813 4.17896 0.377 -0.385 -0.410
C -15.33273 -10.04315 3.05845 0.079 0.649 -1.181
C -13.82650 -11.60012 -0.53436 0.023 0.270 0.310
C -13.68308 -10.81613 -1.63374 -0.934 1.345 -0.222
C -11.18007 -11.52635 3.80702 1.497 -0.285 0.676
O -12.75015 -14.23120 -2.43798 -0.614 -0.324 -0.493
C -14.42520 -14.80119 5.45165 0.066 0.486 0.488
O -11.73526 -12.51495 2.89041 0.163 0.637 0.897
C -15.34547 -9.23708 1.90932 0.471 -0.446 2.132
H -14.91984 -14.41658 6.37976 0.231 -0.268 -1.219
H -10.09529 -12.95064 5.24205 0.094 0.789 -0.399
H -15.64419 -9.65133 4.03334 0.236 -0.243 -0.488
C -14.46426 -11.05616 0.61276 -0.032 0.045 1.995
C -8.64302 -12.92535 -2.40915 -0.151 -1.021 -0.816
O -10.90547 -14.60349 6.76183 1.191 0.089 -0.110
H -9.75091 -10.61886 2.46528 -0.002 -0.156 -0.574
H -12.53526 -16.24940 2.35913 -0.663 -0.037 0.725
H -11.44435 -10.01007 2.27036 -0.322 0.115 -0.580
O -13.01133 -13.65521 7.53025 -0.052 0.659 0.709
O -12.11167 -14.84603 -0.14815 0.489 -0.311 0.785
N -14.91674 -15.14290 1.78092 0.689 -1.504 -1.878
H -14.94176 -15.99432 1.18032 0.443 0.780 0.670
C -14.17515 -9.44879 -1.62618 0.057 -0.307 -0.772
H -9.06711 -12.26176 3.87775 -0.561 -0.422 0.106
H -14.08207 -8.78536 -2.53343 0.015 -1.070 1.021
N -14.46703 -11.87585 1.76131 0.403 1.265 -1.135
C -12.51590 -15.77468 4.49194 0.517 0.456 -0.512
H -11.50771 -16.12241 4.56592 0.520 -0.192 0.168
H -7.21096 -11.47796 -1.91662 -0.561 0.185 0.677
C -9.92091 -13.49578 -2.32681 1.404 0.980 1.028
H -7.95538 -13.44715 -3.08810 -0.050 0.478 0.377
Lu -12.85240 -13.69824 1.75069 -0.374 0.659 0.211
H -9.53446 -11.21231 5.10705 0.173 0.490 1.022
H -10.38674 -9.42517 3.58402 -0.589 -1.338 -0.625
S -12.26848 -14.83051 7.13813 -0.910 -0.452 -0.041
C -15.04286 -14.89774 4.20499 -1.531 1.179 1.269
C -13.07474 -15.11081 5.57495 -0.875 -1.477 -0.821
H -15.82823 -14.77451 1.71054 -1.112 0.798 0.372
H -12.65727 -11.88996 5.37303 -0.558 -0.911 0.032
C -10.79321 -12.90268 -1.44009 -0.635 0.582 0.969
H -10.13984 -14.43300 -2.77453 -0.239 -0.455 -0.613
H -13.28307 -11.27650 -2.50877 0.456 0.130 -0.603
C -10.43541 -11.72780 -0.74612 0.310 -0.360 0.217
H -11.11987 -11.23511 -0.05173 0.076 -0.294 -0.240
H -11.65565 -10.63457 5.85448 -0.235 -0.079 -1.565
H -8.87611 -10.30356 -0.25076 -0.163 -0.711 -0.573
H -12.92816 -10.34292 4.52619 0.769 -0.522 0.479
C -14.83282 -11.34446 2.91097 -0.574 -1.353 0.752
H -14.75311 -12.07188 3.76174 -0.135 1.084 -0.560
S -12.34956 -13.78985 -1.14965 0.640 1.869 -0.331
C -14.78569 -8.91867 -0.52182 0.760 -0.338 0.107
C -8.23416 -11.80504 -1.68037 0.904 -1.027 -1.776
H -15.07464 -7.88641 -0.52735 -0.264 0.317 0.080
C -12.15651 -11.05948 4.92568 -0.116 0.886 -0.172
C -14.88466 -9.68735 0.67643 0.173 -1.740 -1.024
C -14.40392 -15.34602 3.07151 -0.280 -0.399 0.658
C -10.67769 -10.33773 2.94786 0.362 0.854 1.891
C -9.89549 -12.06966 4.58869 -0.864 -0.644 -1.656
C -9.12929 -11.19766 -0.85798 -1.437 0.887 1.164
N -13.30506 -12.85759 -0.30186 0.302 -0.677 -0.200
```
Positions in Å, forces in eV/Å.

=====

What is the energy relative to the best compared isomer or geometry (same formula, charge and spin) in the first record? 0.7805 eV

=====

What is the strongest force on any atom in the third record? 2.50 eV Å⁻¹

=====

What is the strongest force on any atom in the second record? 3.04 eV Å⁻¹